25
Properties=species:S:1:pos:R:3:forces:R:3 method="wB97M-V/def2-TZVPD" total_energy_ha=-331.6438 homo_lumo_gap_ha=0.34875 relative_energy_ev=0.737 total_charge=0 homo_energy_ev=-8.39
N -0.36244 0.42772 0.68821 -0.319 -0.071 -0.457
C 1.05340 0.80000 -2.86760 -0.264 -0.580 0.172
C -0.01304 -0.63752 1.60806 0.042 -0.044 -0.307
C -0.19389 0.18730 -0.73510 -0.129 0.661 -0.031
C -2.46318 -1.34435 1.87407 -0.392 -1.026 -0.217
C 1.16368 0.58484 -1.35071 0.093 -0.094 0.025
C 1.82216 1.77711 -0.63978 0.391 -0.451 -0.439
C -1.02470 -1.76369 1.56713 -0.884 -0.675 -0.638
H -2.80148 -0.51984 1.25026 0.185 0.346 0.412
H 1.06072 -0.16602 -3.38426 0.061 0.105 0.009
H -0.44244 -0.84863 -0.93451 0.104 -0.239 -0.152
H 2.64641 2.12064 -1.26922 -0.089 0.212 0.043
H -0.06456 -0.19612 2.58643 0.310 0.159 0.650
H 0.99219 -1.04829 1.42971 0.052 0.048 0.154
H -1.04356 -2.22502 0.57533 0.175 0.183 -0.189
H 1.86367 -0.24450 -1.22288 0.048 -0.078 0.090
H 0.12683 1.28522 -3.18370 0.078 0.260 0.200
H -3.15681 -2.16578 1.63171 0.310 0.013 -0.086
H 1.90666 1.37378 -3.20417 0.119 0.128 -0.301
H -0.95048 0.77381 -1.27096 -0.073 0.021 0.076
H 0.00832 1.33016 0.93661 0.065 -0.108 0.255
H -0.77568 -2.62321 2.19493 0.370 0.327 0.318
H 1.17266 2.61808 -0.41668 -0.207 0.116 -0.100
H -2.62065 -1.22565 2.94205 0.039 0.716 0.114
H 2.29389 1.43373 0.27326 -0.085 0.073 0.398